# C23H28N3O2PdSbSe2

C23H28N3O2PdSbSe2 as an isolated structure in a non-equilibrium geometry (ωB97M-V/def2-TZVPD, OMol25).

Cartesian coordinates (Å):
Sb (1.71, -2.76, 0.22)
Pd (0.17, -0.43, -0.10)
Se (-0.79, 1.61, 0.59)
Se (-1.95, -1.95, -0.33)
O (-2.07, 0.65, -2.21)
O (-5.46, 0.93, 1.34)
N (1.30, -0.66, 2.44)
N (2.72, -0.01, 0.18)
N (1.32, -0.62, -2.05)
C (-3.27, -0.76, 0.48)
C (1.28, 1.32, -3.48)
C (5.45, -0.38, 0.28)
C (-3.55, 0.60, -0.21)
C (-3.39, 0.61, -1.75)
C (3.24, -1.23, 0.25)
C (-0.34, -0.52, 4.15)
C (-2.75, 1.70, 0.49)
C (-5.05, 0.92, -0.01)
C (0.40, -0.94, -4.21)
C (0.28, -2.70, -2.58)
C (-0.90, -1.71, 3.71)
C (2.88, 2.40, 0.11)
C (0.99, -0.13, -3.25)
C (4.60, -1.47, 0.29)
C (-0.36, -2.35, 2.61)
C (0.95, -1.85, -1.69)
C (4.92, 0.89, 0.22)
C (3.53, 1.05, 0.17)
C (0.78, -0.03, 3.50)
C (0.05, -2.24, -3.87)
C (1.43, 1.26, 3.91)
C (0.72, -1.75, 1.97)
H (6.53, -0.52, 0.31)
H (-3.08, 1.74, 1.53)
H (1.02, 1.87, -2.57)
H (-0.05, -3.68, -2.26)
H (-1.75, -2.14, 4.22)
H (2.22, 2.53, 0.96)
H (-4.19, -1.35, 0.50)
H (-3.90, -0.29, -2.13)
H (0.70, 1.72, -4.31)
H (-3.92, 1.49, -2.13)
H (3.62, 3.20, 0.08)
H (-0.76, 0.02, 4.99)
H (-5.26, 1.93, -0.39)
H (2.49, 1.11, 4.12)
H (2.25, 2.46, -0.78)
H (1.35, 1.97, 3.09)
H (-2.06, 0.47, -3.16)
H (0.20, -0.56, -5.20)
H (-2.99, 2.67, 0.03)
H (-2.93, -0.60, 1.50)
H (-0.41, -2.89, -4.60)
H (0.94, 1.68, 4.78)
H (-0.77, -3.28, 2.25)
H (2.34, 1.47, -3.69)
H (5.56, 1.77, 0.20)
H (4.97, -2.49, 0.34)
H (-5.64, 0.21, -0.60)
H (-5.34, 0.04, 1.71)

## Properties
**E_HOMO (alpha / beta)**: -6.9 / -6.9 eV
**Relative energy (zero: lowest compared OMol25 entry of this formula, charge and spin)**: 1.2935 eV
**Orbital gap (alpha / beta)**: 5.8 / 5.8 eV

Just the Löwdin charges please, in e? Sure, here they are: Sb 1.45; Pd 0.31; Se 0.66; Se 0.74; O -0.14; O -0.05; N 0.05; N 0.03; N 0.01; C -0.53; C -0.02; C -0.07; C -0.55; C -0.25; C -0.47; C -0.03; C -0.51; C -0.24; C -0.03; C -0.18; C -0.07; C -0.03; C -0.33; C -0.11; C -0.18; C -0.57; C -0.02; C -0.31; C -0.36; C -0.06; C -0.03; C -0.52; H 0.11; H 0.05; H 0.06; H 0.09; H 0.11; H 0.05; H 0.06; H 0.12; H 0.08; H 0.13; H 0.08; H 0.11; H 0.13; H 0.08; H 0.06; H 0.05; H 0.09; H 0.11; H 0.07; H 0.05; H 0.11; H 0.07; H 0.07; H 0.09; H 0.11; H 0.09; H 0.13; H 0.08